(1)
DFT (ωB97M-V with the def2-TZVPD basis set) results for a molecular structure, C9H20ClLuOsSi.

Output
DFT total energy (Ha): -2430.555075
Multiplicity: 5
M (Da): 557.00
Kohn-Sham gap (spin up / spin down) (eV): 6.5 / 6.8
LUMO energy (spin up / spin down) (eV): -0.10 / -2.13
⟨S²⟩: 6.04
HOMO level (spin up / spin down) (eV): -6.6 / -8.9

Positions of all 33 atoms, in Å:
Lu 1.964 0.012 1.251
Cl 2.250 0.669 3.529
C 3.198 1.526 0.121
H 2.347 2.139 -0.215
H 3.855 1.376 -0.762
H 3.832 2.024 0.857
Os 1.066 -2.150 -1.088
C 0.671 -3.670 0.172
C 2.965 -1.727 -0.351
C 1.354 -3.031 -2.740
H 3.337 -0.671 -0.520
H 3.287 -1.852 0.705
H 3.671 -2.362 -0.902
H -0.401 -3.934 0.203
H 1.247 -4.604 0.106
H 0.912 -3.251 1.186
H 2.210 -2.872 -3.444
H 0.672 -3.797 -3.191
C -3.578 0.752 -0.440
Si -2.178 1.590 0.520
C -1.983 3.164 -0.541
C -3.067 2.136 2.147
C -0.558 0.405 0.417
C 0.093 -0.601 -0.109
H -4.646 1.080 -0.385
H -3.595 -0.286 -0.087
H -3.341 0.733 -1.520
H -2.866 3.825 -0.692
H -1.150 3.808 -0.261
H -1.729 2.814 -1.558
H -3.341 1.268 2.769
H -2.473 2.797 2.803
H -4.024 2.692 2.020

Atom charges from the Löwdin analysis, given in e for atoms 1 to 2:
1. Lu 1.119
2. Cl -0.198

=====

(2)
DFT (ωB97M-V with the def2-TZVPD basis set) results for a molecular structure, C20H8Br2ClF8MoN2O4Se.

Output
Total charge: +1
ΔE to the lowest compared entry with this formula, charge and spin (eV): 0.528
DFT total energy (Ha): -10054.028406
Multiplicity: 3
M (Da): 862.44
Kohn-Sham gap (spin up / spin down) (eV): 7.0 / 6.8
LUMO energy (spin up / spin down) (eV): -4.48 / -4.94
⟨S²⟩: 2.03
HOMO level (spin up / spin down) (eV): -11.5 / -11.8

Positions of all 47 atoms, in Å:
Mo 0.606 0.068 -0.740
Br 1.631 -3.562 4.849
C 1.316 -2.653 3.276
C 1.903 -1.406 3.137
C 1.521 -0.599 2.116
N 0.721 -1.054 1.121
C 0.239 -2.291 1.195
C 0.421 -3.083 2.345
C -0.389 -2.747 -0.058
C -1.063 -3.914 -0.156
C -1.761 -4.273 -1.339
Br -2.951 -5.767 -1.279
C -1.701 -3.391 -2.368
C -1.007 -2.221 -2.230
N -0.444 -1.866 -1.099
H 2.711 -1.097 3.756
H 1.994 0.365 2.030
H 0.123 -4.099 2.443
H -1.238 -4.638 0.688
H -2.082 -3.671 -3.369
H -0.923 -1.554 -3.028
F -3.034 5.623 2.614
C -2.730 4.601 1.816
C -2.698 4.680 0.425
F -2.981 5.796 -0.260
C -2.393 3.553 -0.339
F -2.231 3.601 -1.638
C -2.068 2.354 0.301
Se -1.871 0.661 -0.624
C -2.048 2.376 1.723
F -1.696 1.289 2.404
C -2.256 3.460 2.472
F -2.229 3.401 3.818
Cl 4.316 3.282 0.086
C 2.685 3.094 0.714
C 1.980 1.970 0.105
O 2.362 1.164 -0.784
O 0.826 1.778 0.546
H 2.067 4.025 0.586
H 2.773 2.880 1.758
F 0.759 -1.631 -4.982
C 1.842 -1.072 -4.445
F 2.795 -2.013 -4.502
F 2.262 -0.038 -5.163
C 1.455 -0.591 -3.008
O 0.615 0.349 -2.930
O 1.873 -1.137 -1.982

Atom charges from the Löwdin analysis, given in e for atoms 1 to 2:
1. Mo 1.618
2. Br 0.905

=====

(3)
DFT (ωB97M-V with the def2-TZVPD basis set) results for a single C4H11NO molecule.

Output
ΔE to the lowest compared entry with this formula, charge and spin (eV): 1.827
DFT total energy (Ha): -288.949871
M (Da): 89.14
Kohn-Sham gap (eV): 9.2
LUMO energy (eV): 1.01
SMILES string: CC(C)NCO
HOMO level (eV): -8.2

Positions of all 17 atoms, in Å:
C 1.492 -0.880 0.738
C 0.719 -0.212 -0.462
C -0.056 -1.217 -1.330
N -0.188 0.839 0.019
C -1.433 0.931 0.773
O -1.757 2.287 0.855
H 2.282 -1.505 0.328
H 0.969 -1.264 1.604
H 2.108 -0.031 1.061
H 1.399 0.337 -1.106
H -0.407 -0.676 -2.218
H -0.787 -1.736 -0.712
H 0.577 -1.975 -1.810
H 0.378 1.669 0.080
H -1.127 0.580 1.770
H -2.247 0.263 0.448
H -1.922 2.590 -0.039

Atom charges from the Löwdin analysis, given in e for atoms 1 to 2:
1. C -0.059
2. C -0.428

=====

(4)
DFT (ωB97M-V with the def2-TZVPD basis set) results for a molecular structure, C23H28N7OsSSi.

Output
Total charge: +3
ΔE to the lowest compared entry with this formula, charge and spin (eV): 0.435
DFT total energy (Ha): -2053.990970
Multiplicity: 5
M (Da): 652.91
Kohn-Sham gap (spin up / spin down) (eV): 7.7 / 5.9
LUMO energy (spin up / spin down) (eV): -9.54 / -11.44
⟨S²⟩: 6.05
HOMO level (spin up / spin down) (eV): -17.2 / -17.4

Positions of all 61 atoms, in Å:
Os 0.255 0.186 0.544
S -6.638 -1.109 3.354
N -5.462 -0.133 3.834
C -4.434 -0.205 2.997
C -3.191 0.487 3.089
C -2.889 1.384 4.120
C -1.651 1.990 4.116
C -0.751 1.693 3.097
N -1.010 0.839 2.112
C -2.226 0.240 2.087
C -2.500 -0.645 0.986
N -1.540 -0.772 0.034
C -1.787 -1.565 -1.009
C -2.967 -2.290 -1.154
C -3.947 -2.193 -0.187
C -3.729 -1.339 0.901
C -4.692 -1.119 1.933
N -5.894 -1.672 2.050
H -3.630 1.593 4.877
H -1.375 2.691 4.885
H 0.215 2.180 3.082
H -1.015 -1.627 -1.764
H -3.108 -2.921 -2.019
H -4.873 -2.746 -0.241
N 1.010 2.597 0.256
C 2.161 2.949 1.100
C 3.055 1.722 1.189
N 2.253 0.569 1.644
H 1.299 2.649 -0.720
H 0.272 3.285 0.380
H 1.824 3.255 2.092
H 2.735 3.783 0.684
H 3.889 1.907 1.871
H 3.450 1.503 0.197
H 2.040 0.718 2.634
H 2.858 -0.252 1.604
C 1.502 -3.178 -2.391
Si 2.148 -1.896 -1.136
C 1.752 -2.546 0.629
C 3.993 -1.404 -1.257
N 1.165 -0.358 -1.207
C 1.000 0.347 -2.335
C 0.022 1.388 -2.400
C -0.083 2.198 -3.504
C 0.747 2.008 -4.612
C 1.668 0.961 -4.600
C 1.781 0.140 -3.504
H 2.107 -4.080 -2.306
H 1.561 -2.856 -3.427
H 0.473 -3.471 -2.198
H 1.847 -3.628 0.615
H 0.736 -2.334 0.987
H 2.461 -2.218 1.381
H 4.610 -2.263 -1.002
H 4.274 -0.595 -0.586
H 4.284 -1.101 -2.259
H -0.672 1.511 -1.564
H -0.824 2.985 -3.527
H 0.656 2.643 -5.480
H 2.301 0.791 -5.459
H 2.484 -0.675 -3.512

Atom charges from the Löwdin analysis, given in e for atoms 1 to 2:
1. Os 1.622
2. S 1.172

=====

(5)
DFT (ωB97M-V with the def2-TZVPD basis set) results for a single C4H10O molecule.

Output
ΔE to the lowest compared entry with this formula, charge and spin (eV): 0.602
DFT total energy (Ha): -233.622828
M (Da): 74.12
Kohn-Sham gap (eV): 10.8
LUMO energy (eV): 1.15
SMILES string: COC(C)C
HOMO level (eV): -9.6

Positions of all 15 atoms, in Å:
C -1.392 -0.450 1.472
O -0.564 0.466 0.810
C 0.184 -0.096 -0.263
C -0.194 0.634 -1.543
C 1.668 0.025 0.060
H -1.910 0.096 2.264
H -0.820 -1.275 1.925
H -2.143 -0.887 0.795
H -0.074 -1.162 -0.365
H 0.040 1.700 -1.446
H -1.267 0.533 -1.731
H 0.353 0.235 -2.405
H 2.279 -0.391 -0.750
H 1.905 -0.507 0.988
H 1.936 1.079 0.191

Atom charges from the Löwdin analysis, given in e for atoms 1 to 2:
1. C -0.121
2. O -0.182

=====

(6)
DFT (ωB97M-V with the def2-TZVPD basis set) results for a molecular structure, C54H42CdF5N7O2P2S2Te.

Output
Total charge: -2
ΔE to the lowest compared entry with this formula, charge and spin (eV): 0.000
DFT total energy (Ha): -5030.913256
M (Da): 1282.06
Kohn-Sham gap (eV): 6.3
LUMO energy (eV): 3.82
HOMO level (eV): -2.5

Positions of all 116 atoms, in Å:
Cd -0.014 -0.029 -1.217
Te -3.060 -0.099 2.249
C -3.593 0.379 4.222
C -2.802 0.036 5.313
C -3.224 0.384 6.586
N -4.360 1.030 6.852
C -5.110 1.353 5.798
C -4.777 1.062 4.485
C -0.904 -0.190 2.524
P -0.415 1.243 1.450
C 1.158 2.069 1.969
C 1.546 2.219 3.299
C 2.676 2.954 3.623
C 3.420 3.565 2.616
C 3.030 3.432 1.292
C 1.905 2.680 0.971
C -1.418 2.679 2.042
C -1.730 2.868 3.387
C -2.423 3.993 3.800
C -2.804 4.957 2.874
C -2.479 4.786 1.536
C -1.788 3.654 1.122
P -0.522 -1.629 1.439
C -1.654 -3.007 1.935
C -2.060 -3.251 3.247
C -2.861 -4.338 3.546
C -3.270 -5.206 2.536
C -2.867 -4.975 1.231
C -2.060 -3.879 0.933
C 0.957 -2.536 2.083
C 1.280 -2.598 3.434
C 2.378 -3.328 3.867
C 3.158 -4.018 2.946
C 2.834 -3.970 1.597
C 1.741 -3.228 1.168
H -1.850 -0.459 5.158
H -2.609 0.129 7.444
H -6.028 1.893 6.014
H -5.424 1.387 3.680
H 0.964 1.745 4.082
H 2.971 3.062 4.661
H 4.297 4.151 2.869
H 3.585 3.907 0.493
H 1.635 2.573 -0.075
H -1.439 2.114 4.108
H -2.674 4.112 4.848
H -3.351 5.836 3.195
H -2.767 5.532 0.805
H -1.542 3.523 0.077
H -1.760 -2.563 4.029
H -3.177 -4.509 4.569
H -3.905 -6.052 2.769
H -3.184 -5.639 0.436
H -1.753 -3.688 -0.090
H 0.677 -2.041 4.144
H 2.626 -3.359 4.922
H 4.017 -4.589 3.279
H 3.443 -4.497 0.872
H 1.505 -3.157 0.111
C 5.115 -0.114 3.389
N 4.469 -0.225 2.102
C 5.059 -0.217 0.859
C 4.035 -0.307 -0.036
N 2.829 -0.367 0.625
C 3.138 -0.320 1.895
H 6.193 -0.112 3.241
H 4.848 -0.961 4.022
H 4.825 0.814 3.883
H 6.125 -0.136 0.736
H 4.092 -0.317 -1.108
H 2.440 -0.338 2.714
F -1.179 1.381 -3.679
C -1.402 1.481 -2.304
F -1.205 2.832 -2.018
C -2.918 1.308 -2.185
F -3.317 1.407 -0.906
F -3.312 0.109 -2.639
F -3.620 2.236 -2.883
N -0.338 4.283 -7.994
C 0.455 4.140 -6.841
C -0.133 4.190 -5.577
C 0.640 4.071 -4.440
C 2.016 3.899 -4.551
C 2.609 3.851 -5.801
C 1.832 3.979 -6.944
S 2.970 3.671 -3.076
O 4.339 3.482 -3.525
O 2.698 4.790 -2.209
N 2.352 2.384 -2.396
C 2.615 1.163 -2.857
S 3.822 0.731 -4.070
C 3.409 -0.938 -3.886
C 2.452 -1.073 -2.949
N 2.007 0.089 -2.369
H -1.299 4.012 -7.846
H 0.042 3.812 -8.801
H -1.209 4.288 -5.485
H 0.177 4.074 -3.464
H 3.679 3.702 -5.867
H 2.294 3.933 -7.925
H 3.887 -1.713 -4.461
H 2.001 -2.003 -2.635
N -4.226 -7.850 -6.267
C -3.703 -7.015 -5.671
C -3.046 -5.976 -4.924
C -1.653 -5.942 -4.853
C -1.022 -4.942 -4.141
C -1.760 -3.946 -3.483
C -3.161 -3.999 -3.560
C -3.796 -4.996 -4.272
C -1.115 -2.907 -2.757
C -0.570 -2.000 -2.145
H -1.074 -6.705 -5.357
H 0.057 -4.911 -4.082
H -3.733 -3.234 -3.054
H -4.876 -5.025 -4.327

Atom charges from the Löwdin analysis, given in e for atoms 1 to 2:
1. Cd 1.173
2. Te 1.289

=====

(7)
DFT (ωB97M-V with the def2-TZVPD basis set) results for a single CH3NOS molecule.

Output
ΔE to the lowest compared entry with this formula, charge and spin (eV): 6.079
DFT total energy (Ha): -567.877349
M (Da): 77.11
Kohn-Sham gap (spin up / spin down) (eV): 7.6 / 7.6
LUMO energy (spin up / spin down) (eV): -0.52 / -0.52
HOMO level (spin up / spin down) (eV): -8.1 / -8.2

Positions of all 7 atoms, in Å:
C -1.166 -0.419 -0.171
N 1.250 0.672 -0.021
O 0.113 -0.325 -0.162
S 2.653 -0.215 0.025
H -1.855 0.484 -0.321
H -1.646 -1.280 -0.070
H 3.092 0.288 -1.135

Atom charges from the Löwdin analysis, given in e for atoms 1 to 2:
1. C 0.056
2. N -0.452

=====

(8)
DFT (ωB97M-V with the def2-TZVPD basis set) results for 8 unconnected molecules or ions with the total composition C3H23NO8S2.

Output
ΔE to the lowest compared entry with this formula, charge and spin (eV): 1.298
DFT total energy (Ha): -1581.057417
M (Da): 265.35
Kohn-Sham gap (eV): 8.3
LUMO energy (eV): 0.15
SMILES string: N[C@@H](CO)CSS.O.O.O.O.O.O.O
HOMO level (eV): -8.2

Positions of all 37 atoms, in Å:
N 0.610 0.519 -0.300
C -0.494 1.155 -1.010
C -1.579 1.483 0.001
O -1.783 0.358 0.983
C -0.059 2.359 -1.815
S 0.784 1.956 -3.508
S 0.976 -0.086 -3.927
H 0.256 -0.247 0.230
H 1.113 1.015 0.342
H -0.830 0.310 -1.700
H -1.515 2.401 0.497
H -2.419 1.603 -0.804
H -1.650 -0.352 0.350
H 0.629 3.100 -1.441
H -0.912 2.925 -2.060
H 1.058 -0.705 -2.758
O -0.601 -0.583 3.185
H -1.094 0.011 3.743
H -0.908 -0.384 2.294
O 1.833 2.163 1.940
H 1.982 1.132 2.007
H 2.807 2.347 2.067
O -1.663 -2.161 -0.294
H -2.554 -2.043 -0.239
H -1.491 -2.795 0.408
O 2.939 -1.758 -0.637
H 2.161 -2.243 -0.919
H 3.666 -2.211 -1.044
O -2.968 -0.129 -2.394
H -3.591 0.561 -2.820
H -2.289 -0.428 -3.072
O 3.300 -0.005 2.061
H 3.945 0.540 1.749
H 2.712 -0.555 1.499
O -1.139 -3.218 2.262
H -0.946 -2.386 2.789
H -0.288 -3.650 2.338

Atom charges from the Löwdin analysis, given in e for atoms 1 to 2:
1. N 0.077
2. C -0.467